*1*
Density functional theory data (ωB97M-V/def2-TZVPD) for the molecule C3H5FS.

Structure (XYZ):
```
10
Properties=species:S:1:pos:R:3
F 1.606 1.480 -0.145
C 0.715 0.490 -0.519
C 1.059 -0.901 -0.487
C 0.094 -0.244 0.465
S -1.686 -0.410 0.262
H 0.091 0.721 -1.380
H 1.984 -1.105 0.097
H 0.797 -1.525 -1.341
H 0.588 -0.107 1.427
H -2.137 -0.820 1.553
```

Results
SMILES string: F[C@H]1C[C@@H]1S
LUMO level (eV): 0.8
Total charge: 0

Charge distribution, Löwdin scheme, values in e:
1 F 0.01
2 C -0.46
3 C -0.08
4 C -0.63
5 S 0.73
6 H 0.14
7 H 0.13
8 H 0.12
9 H 0.13
10 H -0.10

=====

*2*
Density functional theory data (ωB97M-V/def2-TZVPD) for the molecule C3H5FS.

Structure (XYZ):
```
10
Properties=species:S:1:pos:R:3
C -1.512 0.160 1.615
C -0.484 -0.030 0.791
F 0.772 -0.367 1.335
C -0.552 0.456 -0.607
S 0.873 -0.155 -1.397
H -1.499 -0.010 2.702
H -2.515 0.449 1.249
H -0.568 1.510 -0.766
H -1.455 0.045 -1.063
H 0.411 0.269 -2.583
```

Results
SMILES string: C=C(F)CS
LUMO level (eV): 0.7
Total charge: 0

Charge distribution, Löwdin scheme, values in e:
1 C 0.07
2 C -0.41
3 F -0.03
4 C -0.58
5 S 0.76
6 H 0.07
7 H 0.08
8 H 0.07
9 H 0.09
10 H -0.13

=====

Quick ranking, most stable first: *2*, *1*.

=====

*1*
Density functional theory data (ωB97M-V/def2-TZVPD) for a cluster of 2 separate species, CH2O3S2 in total.

Structure (XYZ):
```
8
Properties=species:S:1:pos:R:3
C -0.974 -0.034 -1.074
O -3.458 1.459 0.355
O -4.212 -0.829 0.532
O -0.599 1.000 -0.664
S -0.777 -1.589 -0.340
S -3.886 0.256 -0.340
H -0.286 1.054 0.276
H -0.324 -1.643 0.928
```

Results
LUMO level (eV): -1.1
Total charge: 0

Charge distribution, Löwdin scheme, values in e:
1 C -0.72
2 O -0.44
3 O -0.43
4 O 0.01
5 S 0.73
6 S 0.85
7 H 0.15
8 H -0.15

=====

*2*
Density functional theory data (ωB97M-V/def2-TZVPD) for a structure of composition CH2O3S2.

Structure (XYZ):
```
8
Properties=species:S:1:pos:R:3
C -0.667 -0.630 -0.155
O 1.870 1.078 0.609
O 0.799 -0.046 -1.262
O 0.052 -0.928 0.849
S -1.681 0.765 -0.085
S 1.677 -0.185 -0.036
H -0.999 -1.377 -0.879
H -1.052 1.323 0.959
```

Results
LUMO level (eV): -1.1
Total charge: 0

Charge distribution, Löwdin scheme, values in e:
1 C -0.75
2 O -0.37
3 O -0.48
4 O -0.26
5 S 0.91
6 S 0.93
7 H 0.10
8 H -0.08

=====

Quick ranking, most stable first: *2*, *1*.

=====

*1*
Density functional theory data (ωB97M-V/def2-TZVPD) for a cluster of 2 separate species, C3H4BNO2 in total.

Structure (XYZ):
```
11
Properties=species:S:1:pos:R:3
B 1.088 -0.591 -2.677
C -1.702 1.299 -0.086
C -0.454 1.492 0.500
C 0.132 -0.593 1.605
N -2.666 1.572 -0.617
O 0.889 -0.733 -1.516
O 0.352 0.756 1.110
H 1.683 -0.380 -3.589
H -0.793 -1.050 1.510
H 0.606 -0.676 2.726
H 0.865 -1.095 1.034
```

Results
LUMO level (eV): -0.3
Total charge: 0

Charge distribution, Löwdin scheme, values in e:
1 B -0.08
2 C -0.28
3 C -0.08
4 C -0.02
5 N 0.15
6 O 0.09
7 O -0.09
8 H 0.03
9 H 0.07
10 H 0.16
11 H 0.06

=====

*2*
Density functional theory data (ωB97M-V/def2-TZVPD) for the molecule C3H4BNO2.

Structure (XYZ):
```
11
Properties=species:S:1:pos:R:3
C 0.558 -1.173 -0.961
O 0.654 0.246 -0.734
C -0.065 0.653 0.376
C 0.504 0.015 1.558
N 0.746 -0.458 2.590
B -1.093 1.778 0.071
O -1.512 0.506 0.270
H -0.401 -1.431 -0.440
H 1.540 -1.760 -0.697
H 0.475 -1.278 -2.053
H -1.405 2.903 0.021
```

Results
SMILES string: CO[C@@]1(C#N)BO1
LUMO level (eV): 0.2
Total charge: 0

Charge distribution, Löwdin scheme, values in e:
1 C -0.06
2 O -0.12
3 C -0.42
4 C -0.12
5 N 0.19
6 B -0.03
7 O 0.16
8 H 0.11
9 H 0.13
10 H 0.09
11 H 0.08

=====

Quick ranking, most stable first: *2*, *1*.

=====

*1*
Density functional theory data (ωB97M-V/def2-TZVPD) for a structure of composition C45H43N5O2PPdS2.

Structure (XYZ):
```
99
Properties=species:S:1:pos:R:3
Pd -0.586 -0.392 0.015
C 0.603 -2.228 5.623
C 0.560 -2.836 4.374
C -0.004 -2.167 3.300
C -0.543 -0.893 3.477
C -0.503 -0.288 4.729
C 0.076 -0.957 5.799
P -1.320 -0.102 2.057
C -1.613 1.637 2.443
C -2.896 2.164 2.520
C -3.076 3.535 2.656
C -1.976 4.379 2.720
C -0.691 3.853 2.653
C -0.510 2.489 2.510
C -2.818 -0.934 1.521
C -4.128 -1.140 1.933
C -4.972 -1.768 1.029
C -4.504 -2.149 -0.237
C -3.203 -1.890 -0.652
C -2.358 -1.241 0.240
H 1.046 -2.749 6.462
H 0.967 -3.831 4.241
H -0.042 -2.628 2.318
H -0.918 0.703 4.866
H 0.110 -0.487 6.773
H -3.760 1.517 2.445
H -4.078 3.944 2.700
H -2.121 5.447 2.818
H 0.168 4.511 2.697
H 0.492 2.081 2.423
H -4.474 -0.847 2.916
H -6.001 -1.970 1.294
H -5.188 -2.644 -0.916
H -2.879 -2.151 -1.651
O -0.457 -1.172 -2.031
S 0.540 -0.618 -3.032
C 2.100 -1.523 -2.786
C 1.915 -2.921 -2.205
C 1.732 -2.994 -0.683
C 2.897 -2.363 0.092
S 2.466 -0.755 0.848
O 1.698 0.047 -0.203
C 4.114 -0.082 0.853
C 5.021 -0.541 1.800
C 6.307 -0.026 1.799
C 6.667 0.944 0.872
C 5.745 1.408 -0.054
C 4.453 0.895 -0.068
C 0.055 -1.383 -4.569
C 0.648 -0.947 -5.747
C 0.277 -1.537 -6.944
C -0.684 -2.540 -6.957
C -1.280 -2.954 -5.775
C -0.914 -2.373 -4.567
H 2.706 -0.879 -2.152
H 2.552 -1.556 -3.778
H 2.804 -3.499 -2.472
H 1.071 -3.415 -2.692
H 1.660 -4.046 -0.406
H 0.784 -2.537 -0.394
H 3.775 -2.212 -0.537
H 3.201 -2.970 0.947
H 4.726 -1.282 2.534
H 7.026 -0.375 2.528
H 7.671 1.348 0.880
H 6.026 2.172 -0.765
H 3.711 1.247 -0.772
H 1.384 -0.151 -5.732
H 0.731 -1.207 -7.869
H -0.975 -2.994 -7.895
H -2.034 -3.730 -5.789
H -1.369 -2.672 -3.633
C -3.650 2.062 -0.906
C -2.280 2.604 -1.120
N -1.162 1.983 -0.838
C -0.137 2.847 -1.162
C -0.650 4.013 -1.631
N -2.023 3.853 -1.606
C -3.000 4.875 -1.912
N -3.571 5.490 -0.740
N -4.831 5.172 -0.352
N -5.123 5.805 0.716
C -4.032 6.574 1.077
C -3.858 7.459 2.144
C -2.641 8.093 2.242
C -1.612 7.860 1.304
C -1.776 6.999 0.241
C -3.017 6.360 0.150
H -3.574 0.998 -0.699
H -4.286 2.209 -1.780
H -4.137 2.553 -0.062
H 0.895 2.567 -1.029
H -0.188 4.917 -1.988
H -3.827 4.451 -2.476
H -2.512 5.638 -2.516
H -4.655 7.631 2.856
H -2.462 8.787 3.052
H -0.672 8.381 1.419
H -0.982 6.828 -0.473
```

Results
LUMO level (eV): -1.8
Total charge: +1

Charge distribution, Löwdin scheme, values in e:
1 Pd 0.70
2 C -0.07
3 C -0.08
4 C -0.11
5 C -0.34
6 C -0.07
7 C -0.07
8 P 0.99
9 C -0.36
10 C -0.08
11 C -0.06
12 C -0.06
13 C -0.06
14 C -0.10
15 C -0.37
16 C -0.07
17 C -0.08
18 C -0.07
19 C -0.09
20 C -0.29
21 H 0.11
22 H 0.11
23 H 0.09
24 H 0.11
25 H 0.11
26 H 0.10
27 H 0.11
28 H 0.09
29 H 0.11
30 H 0.11
31 H 0.11
32 H 0.11
33 H 0.11
34 H 0.09
35 O -0.61
36 S 1.03
37 C -0.30
38 C -0.21
39 C -0.23
40 C -0.30
41 S 1.00
42 O -0.62
43 C -0.40
44 C -0.08
45 C -0.06
46 C -0.07
47 C -0.06
48 C -0.07
49 C -0.39
50 C -0.09
51 C -0.07
52 C -0.07
53 C -0.06
54 C -0.07
55 H 0.06
56 H 0.10
57 H 0.12
58 H 0.11
59 H 0.12
60 H 0.06
61 H 0.10
62 H 0.10
63 H 0.12
64 H 0.11
65 H 0.11
66 H 0.11
67 H 0.10
68 H 0.11
69 H 0.11
70 H 0.11
71 H 0.11
72 H 0.10
73 C 0.02
74 C -0.33
75 N 0.08
76 C -0.13
77 C -0.06
78 N -0.01
79 C -0.06
80 N -0.04
81 N 0.06
82 N 0.08
83 C -0.25
84 C -0.01
85 C -0.08
86 C -0.08
87 C -0.01
88 C -0.18
89 H 0.07
90 H 0.09
91 H 0.07
92 H 0.09
93 H 0.11
94 H 0.14
95 H 0.14
96 H 0.12
97 H 0.11
98 H 0.11
99 H 0.10

=====

*2*
Density functional theory data (ωB97M-V/def2-TZVPD) for a structure of composition C45H43N5O2PPdS2.

Structure (XYZ):
```
99
Properties=species:S:1:pos:R:3
Pd -0.725 0.289 -0.561
C 6.799 1.584 -2.085
C 6.171 1.558 -3.320
C 4.858 1.119 -3.421
C 4.160 0.709 -2.289
C 4.804 0.731 -1.051
C 6.114 1.167 -0.949
P 2.420 0.172 -2.482
C 2.380 -1.131 -1.199
C 1.609 -1.064 -0.049
C 1.484 -2.139 0.819
C 2.180 -3.307 0.556
C 2.979 -3.386 -0.580
C 3.069 -2.316 -1.456
C 1.553 1.663 -1.796
C 2.165 2.899 -2.065
C 1.521 4.110 -1.887
C 0.208 4.141 -1.445
C -0.429 2.947 -1.142
C 0.254 1.747 -1.303
H 7.824 1.921 -2.006
H 6.704 1.874 -4.207
H 4.371 1.092 -4.388
H 4.280 0.392 -0.163
H 6.603 1.174 0.016
H 1.091 -0.135 0.179
H 0.868 -2.055 1.707
H 2.116 -4.144 1.237
H 3.527 -4.295 -0.791
H 3.677 -2.406 -2.349
H 3.180 2.906 -2.442
H 2.046 5.030 -2.107
H -0.313 5.080 -1.316
H -1.439 2.949 -0.745
O -2.837 0.652 -1.781
S -4.047 1.431 -2.211
C -5.011 0.264 -3.195
C -4.981 -1.174 -2.663
C -4.196 -2.109 -3.585
C -2.711 -1.786 -3.706
S -1.521 -2.539 -2.535
O -0.587 -1.421 -2.174
C -2.541 -2.945 -1.127
C -2.594 -2.172 0.020
C -3.350 -2.584 1.105
C -4.058 -3.777 1.040
C -3.989 -4.563 -0.100
C -3.215 -4.159 -1.177
C -5.068 1.522 -0.742
C -6.442 1.707 -0.779
C -7.140 1.860 0.410
C -6.467 1.844 1.624
C -5.091 1.679 1.649
C -4.387 1.518 0.465
H -4.579 0.340 -4.195
H -6.019 0.675 -3.267
H -6.006 -1.540 -2.584
H -4.565 -1.194 -1.653
H -4.623 -2.049 -4.590
H -4.347 -3.143 -3.270
H -2.498 -0.724 -3.583
H -2.323 -2.104 -4.674
H -2.056 -1.229 0.077
H -3.379 -1.982 2.003
H -4.647 -4.102 1.887
H -4.518 -5.505 -0.143
H -3.122 -4.797 -2.047
H -6.984 1.744 -1.716
H -8.212 1.996 0.383
H -7.016 1.970 2.547
H -4.560 1.686 2.593
H -3.310 1.394 0.472
C 1.657 2.004 1.649
C 0.429 1.402 2.233
N -0.691 1.139 1.587
C -1.576 0.642 2.524
C -0.981 0.612 3.741
N 0.291 1.103 3.551
C 1.359 1.122 4.535
N 2.326 0.089 4.281
N 1.937 -1.204 4.386
N 2.895 -1.970 4.051
C 3.970 -1.190 3.681
C 5.230 -1.558 3.197
C 6.099 -0.541 2.888
C 5.738 0.814 3.060
C 4.503 1.192 3.535
C 3.619 0.150 3.837
H 1.405 2.515 0.722
H 2.417 1.251 1.435
H 2.092 2.736 2.331
H -2.577 0.349 2.262
H -1.324 0.284 4.706
H 0.916 0.973 5.517
H 1.867 2.085 4.520
H 5.494 -2.598 3.076
H 7.086 -0.773 2.513
H 6.460 1.581 2.814
H 4.246 2.234 3.666
```

Results
LUMO level (eV): -2.6
Total charge: +1

Charge distribution, Löwdin scheme, values in e:
1 Pd 0.77
2 C -0.08
3 C -0.08
4 C -0.11
5 C -0.41
6 C -0.08
7 C -0.07
8 P 1.12
9 C -0.40
10 C -0.16
11 C -0.08
12 C -0.08
13 C -0.07
14 C -0.09
15 C -0.35
16 C -0.09
17 C -0.07
18 C -0.08
19 C -0.11
20 C -0.25
21 H 0.11
22 H 0.11
23 H 0.10
24 H 0.10
25 H 0.09
26 H 0.03
27 H 0.10
28 H 0.11
29 H 0.11
30 H 0.11
31 H 0.10
32 H 0.11
33 H 0.11
34 H 0.09
35 O -0.58
36 S 1.02
37 C -0.32
38 C -0.21
39 C -0.22
40 C -0.30
41 S 1.04
42 O -0.56
43 C -0.38
44 C -0.09
45 C -0.06
46 C -0.06
47 C -0.06
48 C -0.09
49 C -0.37
50 C -0.07
51 C -0.06
52 C -0.06
53 C -0.07
54 C -0.09
55 H 0.10
56 H 0.08
57 H 0.12
58 H 0.10
59 H 0.12
60 H 0.10
61 H 0.07
62 H 0.09
63 H 0.05
64 H 0.10
65 H 0.11
66 H 0.11
67 H 0.12
68 H 0.11
69 H 0.11
70 H 0.11
71 H 0.10
72 H 0.07
73 C 0.03
74 C -0.32
75 N 0.06
76 C -0.12
77 C -0.03
78 N -0.01
79 C -0.06
80 N -0.05
81 N 0.06
82 N 0.09
83 C -0.23
84 C 0.00
85 C -0.08
86 C -0.08
87 C -0.02
88 C -0.18
89 H 0.07
90 H 0.08
91 H 0.09
92 H 0.07
93 H 0.13
94 H 0.14
95 H 0.14
96 H 0.12
97 H 0.11
98 H 0.11
99 H 0.11

=====

Quick ranking, most stable first: *1*, *2*.